{"formula": "C11H11Co2N2O6", "method": "the ωB97M-V functional and the def2-TZVPD basis", "elements": ["H", "H", "O", "H", "H", "H", "C", "O", "Co", "C", "C", "H", "C", "N", "C", "Co", "C", "C", "H", "N", "H", "C", "H", "H", "C", "O", "C", "H", "O", "O", "C", "O"], "xyz": [[-1.324, 4.417, -0.246], [-1.221, -0.146, 0.703], [3.829, -1.190, 1.544], [-3.916, 1.781, 2.654], [-2.803, 4.170, 0.768], [-2.159, 1.756, 2.888], [-0.296, 0.178, 0.220], [0.131, -3.356, 2.722], [1.630, -1.054, -1.753], [2.732, -2.243, -2.500], [3.047, -1.900, 1.063], [-2.967, 3.280, 2.350], [-2.973, 2.183, 2.275], [-1.793, 2.428, 0.234], [2.817, 0.175, -1.305], [1.830, -2.965, 0.386], [0.506, -2.055, -0.814], [0.828, -3.256, 1.802], [0.099, 1.181, 0.416], [-2.889, 1.762, 0.884], [-0.339, -2.677, -1.110], [0.971, -0.231, -3.250], [-2.809, 3.768, -0.994], [-2.701, 0.765, 0.821], [2.552, -4.533, -0.021], [0.546, 0.328, -4.170], [0.394, -0.676, -0.549], [-1.646, 1.921, -0.637], [3.479, -3.003, -2.944], [3.026, -5.564, -0.267], [-2.206, 3.792, -0.070], [3.628, 0.965, -1.098]], "forces_ev_per_angstrom": [[-0.21, -0.06, 0.20], [0.75, -0.07, 0.19], [-2.93, -2.16, -1.29], [0.05, 0.29, 0.13], [0.31, 0.17, -0.55], [-0.06, 0.39, -0.07], [1.60, -0.55, -0.57], [2.71, 0.41, -2.90], [3.62, -0.70, -0.25], [2.71, -2.98, -2.79], [5.44, 2.48, 1.33], [-0.08, -0.58, 0.12], [0.11, -0.76, 0.27], [0.60, 0.27, 0.32], [3.40, 3.72, 0.25], [-1.84, 2.09, -3.38], [-3.10, -0.61, -0.01], [-4.73, -1.26, 4.20], [-0.67, -0.31, -0.31], [-0.67, 0.10, -0.33], [0.11, -0.19, 0.51], [-1.84, 1.78, -2.81], [-0.11, 0.47, 0.42], [-0.27, 0.35, 0.21], [4.02, -4.91, 0.29], [1.57, -1.99, 3.20], [-3.67, 0.80, 2.71], [-0.16, 0.29, 0.14], [-1.99, 1.94, 1.37], [-2.18, 3.79, 0.51], [-0.30, -0.15, -0.90], [-2.21, -2.07, -0.21]], "orbital_gap_ev": 2.86, "lumo_energy_ev": -7.158, "homo_ha": -0.36800, "charge": 1, "e_above_lowest_kcal_mol": 50.2, "total_energy_ha": -3751.71886}



{"formula": "C4H7NO", "method": "the ωB97M-V functional and the def2-TZVPD basis", "elements": ["H", "O", "H", "H", "C", "H", "C", "H", "N", "C", "H", "C", "H"], "xyz": [[-3.198, -0.365, 0.640], [-1.482, -1.158, -0.125], [-1.975, 1.953, 0.302], [2.617, -0.442, 0.756], [-0.393, 0.445, 0.007], [1.052, 0.448, -1.502], [0.994, 0.442, -0.409], [1.127, -1.376, 0.762], [-2.458, -0.133, -0.016], [-1.633, 0.941, 0.140], [1.425, 1.380, -0.041], [1.775, -0.759, 0.148], [2.149, -1.376, -0.662]], "forces_ev_per_angstrom": [[0.26, 0.20, 0.10], [1.99, 2.68, 0.14], [0.06, 0.12, -0.03], [0.10, 0.04, 0.04], [-2.59, -2.76, 0.05], [0.06, 0.15, 0.06], [0.16, -0.10, -0.25], [-0.04, -0.05, 0.04], [-0.05, -0.09, -0.22], [0.05, -0.12, 0.11], [-0.06, 0.04, -0.09], [0.00, -0.07, 0.13], [0.06, -0.05, -0.06]], "orbital_gap_ev": 8.97, "lumo_energy_ev": 0.740, "homo_ha": -0.30230, "e_above_lowest_kcal_mol": 130.5, "total_energy_ha": -286.42371}



{"formula": "C5H8", "method": "the ωB97M-V functional and the def2-TZVPD basis", "elements": ["C", "H", "C", "H", "C", "C", "H", "H", "H", "H", "C", "H", "H"], "xyz": [[-1.272, -0.203, -0.134], [1.668, 1.244, -1.008], [1.147, -0.229, 0.299], [-1.440, -0.966, -0.912], [0.768, 0.958, -0.452], [-0.247, -0.750, 0.878], [-1.055, 1.758, -1.309], [2.014, -0.409, -0.802], [1.986, -0.296, 0.973], [-0.494, -0.316, 1.878], [-0.547, 1.008, -0.712], [-2.265, 0.031, 0.277], [-0.263, -1.828, 1.023]], "forces_ev_per_angstrom": [[0.18, 0.02, 0.03], [-0.89, 1.89, 0.05], [1.25, -0.71, -1.45], [0.05, 0.37, -0.05], [0.01, 0.18, -0.28], [0.51, -0.37, -0.54], [0.18, -0.22, -0.17], [-2.53, -2.04, 2.45], [-0.08, 0.80, 0.65], [0.90, 0.02, -0.67], [0.21, 0.19, 0.05], [0.38, -0.06, 0.14], [-0.17, -0.07, -0.18]], "orbital_gap_ev": 9.44, "lumo_energy_ev": 1.132, "homo_ha": -0.30548, "e_above_lowest_kcal_mol": 61.5, "total_energy_ha": -195.19402}